{"formula": "C16H21N3O9PPdS2", "method": "ωB97M-V with the def2-TZVPD basis set", "elements": ["Pd", "O", "S", "O", "O", "C", "C", "C", "C", "C", "C", "S", "O", "O", "O", "H", "H", "H", "H", "C", "P", "C", "C", "O", "H", "H", "H", "H", "H", "H", "H", "H", "H", "O", "C", "C", "C", "C", "O", "N", "H", "H", "H", "H", "N", "C", "C", "C", "N", "H", "H", "H", "H"], "coordinates": [[0.231980, -0.243121, -0.241049], [0.465489, 3.882455, -0.457079], [0.662134, 2.516768, -0.905720], [1.647932, 1.807648, -0.095176], [-0.600902, 1.779270, -1.057692], [1.476821, 2.667429, -2.503439], [1.705667, 3.959984, -2.955516], [2.410584, 4.178633, -4.128005], [2.907217, 3.097091, -4.840144], [2.708053, 1.807187, -4.374971], [2.004060, 1.580667, -3.199743], [1.633311, -0.146842, -2.808226], [0.185601, -0.180079, -2.902066], [2.302923, -0.900523, -3.846746], [2.118985, -0.487571, -1.457380], [1.328797, 4.772167, -2.350630], [2.573614, 5.187859, -4.484114], [3.451743, 3.260912, -5.761555], [3.083944, 0.944740, -4.906429], [3.753974, 1.328012, 2.189650], [2.070377, 1.226646, 2.875311], [2.358865, 0.891856, 4.660855], [1.290769, 2.865185, 2.972160], [1.247819, 0.126200, 2.301091], [4.413189, 1.954920, 2.788736], [3.667549, 1.704771, 1.175937], [4.129634, 0.305390, 2.145909], [2.997427, 1.642900, 5.125861], [2.811779, -0.093799, 4.766614], [1.388780, 0.883347, 5.158300], [1.874825, 3.522285, 3.617583], [0.298052, 2.712855, 3.399213], [1.179075, 3.306100, 1.988940], [0.192442, -2.415620, 0.708751], [-0.663974, -1.992250, 1.497936], [-1.263183, -2.784616, 2.648830], [-2.116330, -1.736061, 3.354611], [-2.005375, -0.488254, 2.450358], [-2.582560, 0.554494, 2.681913], [-1.182942, -0.766170, 1.403210], [-0.471134, -3.202626, 3.268660], [-1.847957, -3.604524, 2.228573], [-1.734302, -1.478811, 4.342206], [-3.166666, -2.009407, 3.448631], [-2.389442, -0.435960, -2.164240], [-2.793202, -0.992784, -3.317331], [-2.540953, -2.342288, -3.219165], [-1.936613, -2.496136, -1.960115], [-1.848714, -1.332623, -1.338021], [-2.253580, 0.540471, -1.947320], [-3.240243, -0.418452, -4.109906], [-2.740059, -3.101560, -3.954332], [-1.582799, -3.392936, -1.479380]], "forces_ev_per_a": [[-1.0, -1.0, 0.9], [-0.2, -0.2, -0.2], [0.6, 2.0, 0.2], [-0.2, -0.3, 0.2], [0.3, -0.6, 0.2], [0.0, -0.1, 0.2], [-0.1, -0.1, 0.1], [0.0, -0.1, -0.1], [0.0, 0.2, 0.0], [0.0, -0.1, 0.1], [-0.1, -0.2, 0.0], [0.3, -0.5, -1.6], [0.0, 0.0, 0.1], [0.2, 0.1, 0.2], [-0.5, 0.3, 0.0], [0.0, 0.1, -0.1], [0.0, 0.0, 0.0], [0.0, 0.0, 0.0], [0.0, 0.0, 0.0], [-0.6, 0.1, 0.0], [0.2, -0.2, 1.0], [0.0, 0.0, -0.4], [0.2, -0.3, -0.2], [0.1, 0.1, -0.2], [0.0, 0.0, 0.0], [0.1, 0.1, -0.2], [0.0, 0.0, 0.1], [0.0, 0.0, 0.0], [0.0, 0.0, 0.0], [0.0, 0.0, 0.0], [0.0, 0.0, 0.0], [0.0, 0.0, 0.0], [0.0, 0.1, -0.2], [0.2, 0.3, -0.2], [-0.4, -0.2, 0.4], [0.0, 0.1, -0.1], [0.0, 0.1, -0.2], [-0.2, 0.0, 0.3], [0.1, 0.0, 0.0], [0.4, 0.2, -0.4], [0.0, 0.0, -0.1], [0.0, 0.0, 0.1], [-0.1, 0.0, 0.0], [0.0, 0.0, 0.1], [-0.1, 0.0, -0.1], [-0.1, 0.0, 0.0], [0.0, 0.0, 0.1], [-0.2, 0.0, -0.1], [0.5, 0.2, 0.1], [0.0, 0.0, 0.0], [0.1, 0.1, 0.0], [0.0, 0.0, 0.0], [0.1, 0.0, 0.0]], "lowdin_charge": [1.170, -0.326, 0.470, -0.390, -0.373, -0.219, -0.063, -0.084, -0.082, -0.060, -0.211, 0.461, -0.351, -0.328, -0.386, 0.102, 0.098, 0.098, 0.103, -0.165, 0.559, -0.192, -0.157, -0.375, 0.045, 0.032, 0.056, 0.038, 0.043, 0.044, 0.048, 0.061, 0.023, -0.031, -0.566, -0.089, -0.090, -0.507, 0.035, 0.048, 0.113, 0.114, 0.110, 0.109, -0.016, -0.112, -0.078, -0.151, -0.002, 0.127, 0.111, 0.083, 0.103], "gap_ha": [0.325, 0.292], "total_energy_ha": -2729.48068, "s2": 2.004, "relative_energy_kcal_mol": 22.80, "multiplicity": 3, "total_charge": -1}



{"formula": "C16H21N3OS2", "method": "ωB97M-V with the def2-TZVPD basis set", "elements": ["C", "C", "N", "C", "C", "C", "N", "S", "C", "H", "C", "O", "N", "C", "H", "C", "C", "C", "C", "H", "H", "H", "H", "H", "H", "H", "H", "H", "H", "C", "C", "S", "C", "H", "H", "H", "C", "H", "H", "H", "H", "H", "H"], "coordinates": [[-1.522869, -4.119481, 0.282763], [-1.862985, -2.708741, 0.216009], [-3.024286, -2.291850, -0.341070], [-3.462209, -1.137834, -0.281868], [-2.694645, -0.260482, 0.151786], [-1.557337, -0.640324, 0.867823], [-1.275692, -1.954421, 0.949760], [-0.319714, 0.531793, 1.405185], [1.010671, -0.641865, 1.698994], [1.803420, -0.214069, 2.453919], [1.674039, -0.924638, 0.522899], [1.630816, -2.206244, 0.103666], [2.320528, -0.360668, -0.388754], [2.564317, 1.290951, 0.103976], [1.968179, 1.477647, 0.822149], [3.970648, 1.395786, 0.416404], [4.855954, 0.862912, -0.906345], [4.455349, -0.473286, -1.246023], [3.087000, -0.480109, -1.551955], [2.695316, -1.582502, -1.562404], [2.575036, 0.028566, -2.406598], [4.872219, -0.604601, -2.100395], [4.834639, -0.974759, -0.481997], [5.828746, 1.186410, -0.611575], [4.541246, 1.854129, -2.027737], [4.301591, 2.499759, 0.521343], [4.382411, 0.637449, 1.135462], [2.240684, 1.987737, -0.801462], [0.559373, -1.584539, 2.384303], [-3.297721, 1.166048, 0.290231], [-4.536893, 1.259672, -0.433685], [-5.033889, -0.496825, -1.005457], [-5.459133, 2.310713, -0.635266], [-6.417439, 1.763742, -1.143624], [-5.794822, 2.711914, 0.273415], [-4.993845, 3.203863, -1.287425], [-2.666247, 2.456209, 0.567322], [-2.442366, 2.350118, 2.057990], [-1.785822, 2.694296, 0.217462], [-3.473692, 3.428949, 0.722555], [-1.999480, -4.730477, -0.439792], [-0.633486, -4.077281, 0.309261], [-1.917612, -4.633679, 1.178736]], "forces_ev_per_a": [[-11.3, -1.4, 0.4], [-7.2, -3.2, -2.9], [-0.3, -7.0, -2.2], [-6.3, -2.5, -4.0], [4.8, 11.6, 6.1], [0.5, -0.9, -0.8], [5.5, 6.7, 4.7], [-0.8, -0.2, 0.6], [-0.8, 0.6, 7.0], [-1.6, -0.1, -1.2], [0.4, -12.0, -5.5], [-0.8, 1.6, 2.5], [1.1, 13.8, 2.5], [1.6, -2.4, -7.4], [-4.2, 1.2, 5.1], [3.9, 0.5, -2.5], [-2.5, 7.5, 0.0], [0.0, 3.9, 0.2], [-6.2, -6.4, -0.2], [1.3, 0.7, -1.8], [1.2, 0.1, 0.7], [3.5, -2.0, -5.4], [0.9, -3.6, 3.0], [1.1, -0.7, -0.4], [0.8, -2.9, 3.1], [-0.4, -1.9, 0.6], [-0.7, 1.2, 0.3], [0.8, -1.6, 1.7], [1.4, 2.3, -2.8], [-2.9, -0.6, -4.8], [4.4, -5.4, 2.1], [1.6, 1.4, 1.3], [-2.3, 1.2, -3.9], [2.1, 2.0, 0.9], [-0.5, 0.8, 1.3], [-1.3, -2.0, 1.2], [-6.0, 1.1, 8.5], [-0.2, 0.5, -4.0], [4.4, 1.3, -2.0], [2.4, -2.9, -1.1], [0.1, -0.2, -1.4], [12.3, -0.8, 0.1], [0.3, 0.8, 0.2]], "lowdin_charge": [0.032, -0.402, 0.166, -0.604, -0.236, -0.385, 0.134, 1.013, -0.415, 0.139, -0.570, -0.086, 0.004, -0.114, -0.032, -0.185, -0.163, -0.253, -0.198, 0.167, 0.164, 0.073, 0.110, 0.071, 0.212, 0.136, 0.128, 0.162, 0.180, -0.250, -0.480, 0.974, -0.164, 0.117, 0.054, 0.138, -0.090, 0.176, -0.034, 0.141, 0.087, -0.037, 0.119], "gap_ha": 0.303, "total_energy_ha": -1657.65014, "relative_energy_kcal_mol": 320.43, "total_charge": 0}